Entry 1:
# C26H25BN11O6V

A structure of composition C26H25BN11O6V in a non-equilibrium geometry (wB97M-V/def2-TZVPD, OMol25).

```
70
Properties=species:S:1:pos:R:3:forces:R:3
O 4.966 -4.178 -3.914 -0.451 -0.175 -0.025
C 1.846 -3.797 1.134 -0.213 -0.219 0.213
C 1.839 -1.819 -2.758 -0.680 0.070 0.080
N -1.375 1.285 -0.072 -0.542 0.505 -0.200
C 1.269 -4.503 2.242 -0.035 -0.148 0.053
H 3.716 1.327 0.521 0.023 -0.052 0.018
C -2.094 1.826 -1.074 0.027 -0.103 0.155
C 0.135 2.732 4.643 -0.004 -0.018 -0.039
H -2.301 2.316 -3.134 -0.013 0.021 -0.005
H -2.371 -3.913 -0.284 -0.009 -0.006 -0.008
N 0.755 -5.053 3.118 0.231 0.307 -0.372
C 1.993 2.127 1.505 -0.220 -0.131 0.078
C -1.638 -2.329 0.927 0.053 0.137 0.183
H -3.329 3.587 2.618 -0.037 -0.049 -0.060
C 3.079 2.209 0.486 -0.099 -0.028 0.097
C 2.703 -3.775 -3.778 0.190 -0.193 -0.063
H 3.934 -2.331 -2.801 -0.013 -0.026 -0.002
N 1.293 -1.328 0.921 0.937 -1.020 0.012
B -1.370 1.025 2.418 -0.020 0.078 -0.229
V 0.171 0.048 0.113 -1.074 -0.083 2.066
C -1.565 -3.182 -0.295 0.063 0.010 0.105
O -1.105 -4.748 -4.922 0.093 0.312 0.229
H -4.337 2.138 2.554 0.015 0.033 -0.045
C -2.220 -1.280 4.424 -0.019 0.050 -0.093
H -1.664 -2.586 -1.200 -0.026 0.021 -0.048
N -1.399 -0.532 2.196 -0.216 0.070 -0.205
C 0.385 -3.365 -3.833 -0.226 -0.039 -0.040
H -2.485 -2.228 4.886 0.016 0.008 -0.002
H -1.980 1.332 3.395 0.100 -0.033 -0.115
H 0.025 1.852 5.279 0.012 0.021 -0.025
C -3.146 2.543 -0.515 -0.112 0.101 -0.062
H -0.302 -1.581 -2.910 -0.118 0.060 0.044
H -0.847 3.191 4.535 0.027 0.004 -0.013
C 0.555 -2.191 -3.135 -0.030 0.051 0.014
C -2.078 -2.641 2.208 0.000 -0.213 0.076
H -2.064 0.601 -2.828 0.003 0.000 0.004
H -2.454 -3.597 2.545 0.033 0.149 -0.041
N 0.098 1.530 2.467 -0.048 -0.060 -0.216
N -1.968 1.627 1.112 0.053 -0.059 -0.087
C 2.930 -2.608 -3.092 0.282 0.129 0.080
O 3.140 -0.198 -1.656 0.068 0.463 0.157
O 3.608 -5.755 -4.526 0.101 0.506 0.186
N 0.881 1.385 1.346 0.475 0.601 0.454
C 1.558 -2.473 1.025 -0.019 0.293 -0.197
C 1.912 2.758 2.742 0.191 0.085 0.045
H -0.699 1.719 -2.704 0.096 0.016 -0.009
O -1.914 -3.095 -3.787 0.458 -0.170 -0.106
C -1.763 1.604 -2.515 -0.084 -0.016 0.187
H 2.674 2.279 -0.521 -0.030 0.012 -0.061
H 2.646 3.423 3.172 -0.090 -0.067 -0.055
H 1.293 -5.119 -4.679 0.027 -0.004 -0.010
N -1.240 -1.049 0.927 -0.502 -0.342 0.148
H -1.360 -0.862 4.951 -0.035 -0.040 -0.037
O 0.908 -0.028 -1.368 1.162 -0.025 -2.435
C 2.076 -0.626 -1.928 0.381 -0.342 0.027
N 3.860 -4.647 -4.096 0.257 -0.277 -0.144
C 0.715 2.363 3.319 -0.023 -0.003 0.092
H -0.623 -3.735 -0.335 -0.023 0.045 0.020
H -3.057 -0.589 4.546 0.045 -0.045 -0.024
H -4.714 3.526 1.521 0.050 -0.049 0.024
C -3.042 2.391 0.864 -0.040 0.008 0.026
C -3.904 2.939 1.952 0.043 0.016 -0.027
H -3.895 3.111 -1.048 0.101 -0.084 0.088
C -1.908 -1.498 2.981 0.055 -0.043 0.079
H 3.693 3.086 0.674 -0.021 -0.028 0.009
C 1.445 -4.185 -4.157 -0.113 -0.243 -0.129
C 2.518 -4.472 0.065 -0.047 0.120 0.100
H 0.793 3.437 5.145 0.000 -0.006 -0.001
N 3.039 -4.998 -0.819 -0.144 0.206 0.128
N -0.990 -3.771 -4.217 -0.290 -0.073 -0.053
```
Positions in Å, forces in eV/Å.

- Relative energy (zero: lowest compared OMol25 entry of this formula, charge and spin): 11.7 kcal/mol
- E_HOMO (spin up / spin down): -11.50 / -11.53 eV
- Expectation value of S²: 0.7583
- Net charge: +1
- LUMO (spin up / spin down): -0.20216 / -0.18316 Eh
- Molecular weight: 649.31 g mol⁻¹
- Multiplicity: 2

***

Entry 2:
# C19H28N4O5PPt

A structure of composition C19H28N4O5PPt in a non-equilibrium geometry (wB97M-V/def2-TZVPD, OMol25).

```
58
Properties=species:S:1:pos:R:3:forces:R:3
H -0.821 -4.533 -3.283 0.041 0.048 -0.008
C -1.441 -3.807 -0.615 -0.316 -0.409 0.098
H -2.167 -3.563 -3.877 0.035 0.047 -0.015
H 0.524 -3.957 1.933 0.101 0.082 -0.130
C -0.001 5.981 1.190 -0.436 0.101 -0.073
H 2.905 -0.936 -3.479 -0.015 -0.014 0.014
C -2.385 5.983 0.809 -0.082 -0.075 -0.016
O -1.006 -0.376 0.080 -0.041 -0.849 0.068
H 0.634 0.499 -2.684 0.033 -0.164 0.034
O 0.830 2.406 1.286 0.105 -2.026 -0.500
C 1.726 -1.199 1.896 0.496 -0.126 0.383
H 2.235 -1.149 4.018 -0.012 0.061 -0.052
C -3.494 3.682 0.615 0.369 -0.426 -0.044
C -1.191 6.675 1.010 0.287 0.060 0.063
H -0.143 -1.738 3.917 -0.044 -0.034 -0.039
H 0.138 -2.320 -3.021 -0.006 0.206 0.105
H 2.692 -2.631 3.186 0.019 0.038 -0.026
P 0.043 -1.382 -0.223 1.682 2.457 -1.552
C 0.112 -2.957 2.152 -0.287 -0.118 0.429
C 1.250 0.515 -1.780 -0.242 0.778 -0.428
O -3.306 2.463 0.567 -0.605 -0.076 -0.343
N 0.702 -1.991 1.232 -0.001 -0.206 0.616
O -4.654 4.249 0.580 -0.121 0.446 0.044
C 1.152 3.659 1.399 -0.647 2.037 -0.251
O 2.210 4.145 1.684 -0.038 -0.611 0.025
H 1.377 -0.150 1.986 -0.090 0.036 -0.183
H 3.254 1.168 -1.282 -0.047 -0.005 0.014
H -1.189 7.757 1.047 -0.060 -0.003 -0.022
N -0.626 -2.705 -1.094 -0.943 -0.303 -0.068
H 2.815 1.441 -2.970 -0.032 0.030 0.005
H -0.971 -3.011 2.034 0.040 0.019 -0.149
H 3.158 -1.604 -0.537 -0.103 0.026 -0.014
C -2.356 -4.180 -1.783 -0.053 0.087 -0.257
H -1.450 -1.609 -2.674 0.068 0.087 0.185
N 1.264 -0.823 -1.136 -1.035 -0.762 1.217
H -3.325 6.504 0.695 -0.014 -0.022 0.024
H 0.939 6.485 1.366 0.038 -0.072 0.059
C -2.335 4.605 0.754 -0.138 0.180 -0.003
C 2.530 -1.536 -1.430 0.496 -0.437 0.009
C 0.556 -2.485 3.539 0.202 0.184 0.070
H 2.639 -1.164 1.290 -0.159 0.168 -0.144
H -2.613 -5.236 -1.781 0.058 -0.010 0.067
H -5.403 3.635 0.526 0.035 -0.227 -0.029
C -0.055 4.598 1.130 0.930 -0.693 0.169
C 3.215 -0.654 -2.472 -0.125 0.195 -0.151
C -1.543 -3.763 -3.010 -0.094 -0.140 0.206
N -1.177 3.952 0.889 -0.392 -0.428 -0.137
C 2.711 0.755 -2.134 0.118 -0.294 0.077
Pt -1.104 1.804 0.572 0.525 1.752 1.071
H 0.599 -3.302 4.255 -0.029 -0.051 -0.060
C 1.923 -1.859 3.257 -0.134 -0.219 0.032
H 0.835 1.278 -1.120 0.166 -0.090 0.125
H -3.286 -3.612 -1.716 0.038 0.026 0.046
H 4.298 -0.739 -2.425 0.003 -0.059 0.035
H -1.978 -3.546 0.300 0.152 0.112 0.027
C -0.821 -2.506 -2.529 0.227 -0.486 -0.526
H -0.774 -4.653 -0.365 0.112 0.108 -0.030
H 2.350 -2.559 -1.775 -0.033 0.064 -0.063
```
Positions in Å, forces in eV/Å.

- E_HOMO (spin up / spin down): -17.05 / -17.64 eV
- Expectation value of S²: 6.0145
- Net charge: +3
- LUMO (spin up / spin down): -0.30931 / -0.50907 Eh
- Molecular weight: 618.51 g mol⁻¹
- Multiplicity: 5

***

Entry 3:
# C30H30AsMnN6O4

A structure of composition C30H30AsMnN6O4 in a non-equilibrium geometry (wB97M-V/def2-TZVPD, OMol25).

```
72
Properties=species:S:1:pos:R:3:forces:R:3
H 0.202 5.490 -1.608 0.010 0.027 -0.041
H 7.365 1.629 -1.099 -0.021 0.019 0.030
H 0.829 -0.098 1.410 0.000 -0.069 0.133
H -1.385 -4.852 3.027 -0.007 0.013 0.013
H 2.505 3.670 0.329 -0.024 -0.009 0.049
H 1.660 0.813 3.549 -0.004 0.003 -0.011
C 3.691 1.464 -2.072 -0.209 0.118 0.030
C -1.986 -2.536 0.639 0.009 0.343 -0.118
C -5.128 1.607 -1.171 0.011 -0.061 0.023
H -3.092 2.007 -0.640 -0.263 -0.096 -0.045
H -0.084 -2.815 -1.259 0.052 0.043 0.049
As -1.903 -0.628 0.322 -0.638 -0.395 0.622
C -1.642 -4.437 2.062 0.006 -0.086 -0.003
Mn 0.989 0.127 -1.237 -0.247 -0.260 -0.655
N 1.681 -1.781 -1.050 0.422 -0.040 0.114
H -1.975 -6.351 1.159 -0.019 -0.006 0.009
H 0.672 5.301 0.989 -0.014 -0.002 0.001
C 0.596 0.745 3.368 0.059 0.064 0.013
H -2.623 -2.961 -1.373 0.043 -0.076 -0.025
H -2.591 -5.411 -1.044 -0.021 0.003 0.009
H -0.002 3.768 1.571 -0.032 -0.110 0.086
C -1.672 1.108 4.104 -0.010 -0.011 0.020
H 1.939 5.184 -1.487 -0.026 0.044 0.025
C 3.012 -1.862 -0.851 0.027 -0.194 -0.005
C 3.730 -0.590 -1.053 0.128 0.271 -0.019
H -5.322 2.626 -1.477 -0.012 0.001 -0.001
H 0.933 4.227 -2.589 0.092 0.033 -0.018
C -2.320 -4.753 -0.228 -0.014 0.013 -0.069
O -1.257 2.326 -0.497 0.615 -0.125 -0.185
C 2.919 -4.229 -0.623 -0.183 0.066 -0.031
H 4.729 -3.034 -0.454 0.012 -0.058 -0.036
H -0.931 4.775 0.455 0.012 0.039 0.026
O 1.899 3.028 -0.058 0.090 0.079 -0.097
C 1.556 -4.150 -0.867 0.143 -0.032 0.021
C -5.891 -0.654 -0.844 -0.012 -0.013 0.008
C -3.870 1.266 -0.702 -0.147 0.115 0.017
H -1.401 -2.403 2.705 0.050 -0.040 -0.010
H -6.675 -1.396 -0.898 -0.002 -0.004 0.015
C -2.330 -3.381 -0.416 -0.072 0.062 -0.046
C -1.643 -3.061 1.879 -0.044 0.158 0.040
H 3.629 3.117 -3.204 -0.004 0.023 0.008
O -0.686 -0.497 -0.868 0.389 0.034 -0.260
C -4.640 -1.010 -0.368 0.100 -0.086 0.120
C 0.069 4.432 0.716 0.022 -0.031 -0.107
N 6.863 0.805 -0.811 0.048 0.006 0.002
H 0.062 1.607 5.255 0.002 -0.022 0.009
N 4.986 1.604 -1.849 0.299 0.127 0.017
H -2.363 1.464 4.855 -0.024 -0.025 -0.010
C -6.132 0.651 -1.249 -0.026 -0.013 -0.043
H -3.215 0.490 2.734 -0.015 0.094 0.031
C -0.305 1.188 4.329 0.012 0.032 0.017
C -0.163 2.543 -0.958 -0.171 1.191 0.948
H 3.393 -5.187 -0.465 0.034 0.014 0.028
H 7.336 0.082 -0.297 0.022 -0.040 -0.036
C -1.244 0.142 1.956 -0.237 0.124 -0.472
C 0.973 -2.912 -1.067 -0.340 0.031 -0.039
H -4.452 -2.021 -0.033 -0.111 0.010 -0.030
C 0.124 0.229 2.174 0.081 0.010 -0.186
C -2.149 0.576 2.915 -0.078 -0.065 -0.041
C -3.631 -0.048 -0.309 0.397 -0.076 0.113
N 4.997 -0.528 -0.817 0.089 -0.345 0.126
C 0.707 3.728 -0.468 -0.188 -0.216 -0.155
H -7.107 0.923 -1.629 -0.012 0.005 0.018
C 0.964 4.713 -1.614 -0.022 -0.159 0.036
C -1.976 -5.280 1.012 0.066 0.008 0.036
N 3.085 2.353 -2.838 0.026 -0.216 -0.022
H 0.937 -5.035 -0.908 -0.017 -0.001 0.004
N 2.957 0.408 -1.569 -0.013 -0.034 0.033
C 3.662 -3.055 -0.618 0.036 0.165 0.076
C 5.601 0.648 -1.161 -0.375 0.136 -0.140
O 0.449 1.782 -1.854 0.318 -0.639 -0.053
H 2.087 2.315 -2.960 -0.068 0.131 0.034
```
Positions in Å, forces in eV/Å.

- Relative energy (zero: lowest compared OMol25 entry of this formula, charge and spin): 25.9 kcal/mol
- E_HOMO (spin up / spin down): -14.20 / -14.20 eV
- Expectation value of S²: 6.0432
- Net charge: +2
- LUMO (spin up / spin down): -0.26336 / -0.25282 Eh
- Molecular weight: 668.47 g mol⁻¹
- Multiplicity: 5